Record 1
{
  "formula": "C36H45N3O2P2RhS2Se2",
  "method": "ωB97M-V/def2-TZVPD",
  "symbols": ["Rh", "O", "C", "C", "C", "O", "C", "Se", "C", "Se", "H", "H", "H", "H", "H", "H", "H", "H", "H", "H", "C", "S", "C", "C", "C", "N", "P", "C", "C", "C", "C", "C", "C", "C", "C", "C", "C", "C", "C", "P", "C", "C", "C", "C", "C", "C", "C", "C", "C", "C", "C", "C", "H", "H", "H", "H", "H", "H", "H", "H", "H", "H", "H", "H", "H", "H", "H", "H", "H", "H", "H", "H", "H", "H", "H", "H", "H", "H", "H", "H", "H", "S", "C", "N", "C", "C", "N", "H", "H", "H", "H", "H", "H"],
  "coordinates": [[0.3058, -0.0714, 0.2314], [0.7231, -0.9099, 2.2211], [-0.2133, -0.7268, 3.3055], [-0.6094, 0.7412, 3.4501], [-0.9060, 0.9259, 4.9555], [-1.5494, 2.1423, 5.2653], [0.5654, 1.6499, 3.0691], [0.7182, 2.1401, 1.1833], [-1.8823, 1.0932, 2.6732], [-2.0377, 0.3321, 0.8721], [0.8125, -1.8611, 2.0732], [0.2898, -1.0671, 4.2148], [-1.0980, -1.3426, 3.1288], [0.0248, 0.8102, 5.5236], [-1.5911, 0.1382, 5.2797], [-0.9080, 2.8589, 5.2598], [1.5065, 1.2215, 3.4135], [0.4411, 2.6230, 3.5500], [-1.9773, 2.1727, 2.5946], [-2.7560, 0.7199, 3.2087], [3.2911, 5.8631, -0.9891], [2.1231, 4.6869, -1.6934], [3.2060, 3.9076, -2.9145], [2.4287, 2.8918, -3.7527], [2.5001, 1.4401, -3.2858], [1.8213, 1.0865, -2.0163], [0.1549, 0.7862, -1.8100], [-0.3823, -0.4850, -2.9914], [-1.7576, -0.7142, -3.0792], [-2.2453, -1.7142, -3.9029], [-1.3666, -2.4946, -4.6467], [-0.0011, -2.2756, -4.5557], [0.4912, -1.2742, -3.7273], [-0.8462, 2.1922, -2.3353], [-1.0510, 2.3853, -3.7058], [-1.7939, 3.4623, -4.1538], [-2.3598, 4.3409, -3.2373], [-2.1858, 4.1360, -1.8788], [-1.4311, 3.0643, -1.4232], [2.4978, 0.1358, -0.7427], [3.7540, 1.0459, 0.1836], [4.6326, 0.2841, 0.9562], [5.5723, 0.9053, 1.7609], [5.6455, 2.2925, 1.7955], [4.7641, 3.0510, 1.0412], [3.8070, 2.4320, 0.2484], [3.5553, -1.0875, -1.6007], [4.8311, -0.7085, -2.0344], [5.6308, -1.5934, -2.7377], [5.1792, -2.8799, -3.0022], [3.9265, -3.2731, -2.5602], [3.1178, -2.3824, -1.8663], [2.7679, 6.4167, -0.2121], [3.6392, 6.5634, -1.7476], [4.1453, 5.3534, -0.5426], [4.0428, 3.4259, -2.4068], [3.6222, 4.6865, -3.5542], [2.8362, 2.8952, -4.7668], [1.3916, 3.2064, -3.8528], [3.5484, 1.1610, -3.1737], [2.0991, 0.8071, -4.0829], [-2.4457, -0.1000, -2.5078], [-3.3140, -1.8719, -3.9828], [-1.7488, -3.2632, -5.3065], [0.6872, -2.8759, -5.1367], [1.5600, -1.1243, -3.6569], [-0.6322, 1.6919, -4.4258], [-1.9400, 3.6120, -5.2153], [-2.9464, 5.1801, -3.5878], [-2.6393, 4.8104, -1.1647], [-1.3044, 2.9013, -0.3632], [4.5955, -0.7990, 0.9201], [6.2521, 0.3077, 2.3534], [6.3842, 2.7799, 2.4180], [4.8074, 4.1317, 1.0868], [3.0771, 3.0240, -0.2854], [5.2133, 0.2779, -1.8038], [6.6127, -1.2822, -3.0689], [5.8089, -3.5746, -3.5423], [3.5751, -4.2794, -2.7487], [2.1401, -2.7014, -1.5392], [0.0531, -2.5424, -0.2748], [-1.4889, -3.1365, -0.7134], [-1.6239, -4.2387, -1.4561], [-3.0197, -4.5379, -1.7612], [-3.7658, -3.4905, -0.9059], [-2.6784, -2.6624, -0.3922], [-0.8302, -4.7082, -1.8536], [-3.2750, -5.5584, -1.4829], [-3.2122, -4.4044, -2.8261], [-4.3128, -3.9503, -0.0831], [-4.4622, -2.8961, -1.4954], [-2.7759, -1.8516, 0.2262]],
  "forces_ev_per_angstrom": [[0.127, -0.167, -0.029], [0.006, 0.025, 0.055], [-0.006, 0.006, 0.002], [-0.013, 0.006, -0.014], [0.001, -0.001, 0.017], [0.001, 0.015, -0.031], [0.000, 0.011, -0.003], [-0.099, 0.068, 0.030], [0.002, -0.031, 0.012], [-0.142, -0.169, -0.078], [-0.016, -0.018, -0.051], [0.008, 0.002, -0.003], [0.001, 0.000, 0.003], [0.002, 0.002, -0.003], [0.006, -0.004, 0.002], [-0.001, -0.006, 0.022], [0.007, -0.003, -0.005], [-0.002, -0.005, 0.004], [0.002, 0.003, -0.004], [0.003, 0.000, 0.000], [0.012, -0.003, -0.004], [-0.190, 0.169, -0.175], [-0.091, -0.009, 0.004], [-0.007, -0.004, 0.083], [-0.025, -0.046, 0.029], [-0.038, 0.042, -0.083], [0.053, -0.101, -0.044], [-0.052, 0.018, 0.012], [0.019, 0.010, -0.021], [0.000, -0.002, -0.009], [-0.010, 0.000, -0.001], [0.014, -0.003, 0.000], [0.022, -0.037, 0.022], [0.035, 0.017, 0.045], [0.059, 0.026, -0.010], [0.003, -0.010, -0.010], [-0.007, 0.000, -0.008], [0.006, 0.024, 0.005], [0.045, 0.036, 0.018], [-0.056, -0.086, -0.011], [0.042, -0.017, 0.030], [0.019, -0.033, -0.016], [0.007, 0.014, 0.014], [-0.002, -0.015, 0.013], [0.046, -0.024, 0.032], [0.047, -0.046, -0.008], [0.051, 0.015, 0.061], [0.015, -0.011, -0.001], [0.001, -0.005, 0.004], [0.004, -0.002, 0.001], [-0.005, -0.004, -0.003], [-0.018, 0.025, -0.021], [-0.012, 0.007, 0.001], [-0.003, -0.009, 0.006], [-0.029, 0.014, -0.068], [0.098, -0.060, 0.089], [-0.058, 0.030, 0.000], [0.031, -0.045, 0.010], [-0.079, 0.068, -0.001], [-0.020, -0.013, 0.012], [0.016, 0.070, 0.012], [-0.005, 0.005, -0.004], [-0.003, 0.002, -0.001], [0.000, 0.000, -0.002], [-0.001, -0.001, -0.001], [-0.006, -0.041, 0.022], [0.003, 0.006, -0.003], [0.001, -0.001, 0.000], [-0.001, 0.000, 0.000], [0.001, -0.004, 0.000], [0.009, 0.004, 0.006], [0.000, 0.008, 0.009], [0.001, 0.003, 0.006], [0.011, -0.003, 0.002], [0.004, -0.044, 0.037], [0.096, -0.011, -0.054], [-0.003, 0.001, -0.008], [0.001, 0.002, -0.001], [0.000, -0.001, 0.000], [0.000, 0.002, 0.000], [-0.016, -0.007, 0.004], [0.008, 0.167, -0.066], [0.086, -0.008, 0.005], [-0.003, -0.053, 0.094], [0.017, 0.014, -0.017], [-0.054, 0.008, 0.007], [-0.007, 0.284, 0.158], [0.002, 0.044, -0.051], [-0.004, 0.004, 0.007], [0.001, -0.001, -0.006], [-0.004, 0.003, 0.001], [0.007, -0.003, 0.002], [0.032, -0.111, -0.082]],
  "lowdin_charge": [0.12, -0.24, -0.19, -0.57, -0.22, -0.03, -0.46, 0.77, -0.50, 0.68, 0.05, 0.14, 0.12, 0.13, 0.14, 0.09, 0.08, 0.06, 0.06, 0.07, -0.38, 0.81, -0.47, -0.24, -0.22, -0.37, 0.82, -0.35, -0.10, -0.08, -0.08, -0.06, -0.09, -0.34, -0.11, -0.06, -0.06, -0.05, -0.12, 0.93, -0.39, -0.10, -0.07, -0.07, -0.07, -0.16, -0.34, -0.10, -0.06, -0.07, -0.07, -0.12, 0.04, 0.04, 0.02, 0.07, 0.08, 0.12, 0.08, 0.10, 0.10, 0.11, 0.11, 0.11, 0.11, 0.08, 0.11, 0.11, 0.11, 0.11, 0.00, 0.11, 0.11, 0.11, 0.10, -0.01, 0.11, 0.11, 0.11, 0.11, 0.00, 0.73, -0.77, 0.03, -0.11, -0.10, 0.03, 0.14, 0.12, 0.11, 0.12, 0.12, 0.00],
  "multiplicity": 1,
  "total_charge": 1,
  "homo_lumo_gap_ev": 6.992,
  "total_energy_ev": -220575.291
}

Record 2
{
  "formula": "C36H45N3O3PTi",
  "method": "ωB97M-V/def2-TZVPD",
  "symbols": ["Ti", "C", "C", "C", "C", "C", "C", "C", "C", "C", "C", "H", "H", "H", "H", "H", "H", "H", "H", "H", "H", "H", "H", "H", "H", "H", "C", "C", "C", "C", "C", "O", "C", "N", "C", "C", "C", "C", "C", "C", "P", "C", "C", "C", "C", "C", "C", "C", "C", "C", "C", "C", "C", "H", "H", "H", "H", "H", "H", "H", "H", "H", "H", "H", "H", "H", "H", "H", "H", "H", "H", "H", "H", "H", "H", "H", "H", "C", "O", "C", "O", "N", "N", "H", "H", "H", "H", "H", "H"],
  "coordinates": [[-0.5503, -0.2407, -0.1713], [-2.8459, -0.0915, -1.2226], [-2.6834, -1.4230, -0.7587], [-2.4716, -1.3895, 0.6487], [-2.5290, -0.0305, 1.0589], [-2.7619, 0.7668, -0.0975], [-3.1227, 2.2225, -0.0937], [-2.6335, 0.4757, 2.4625], [-2.3942, -2.5818, 1.5519], [-3.0181, -2.6880, -1.4951], [-3.2395, 0.3436, -2.6018], [-2.2663, 2.8985, -0.0622], [-3.7427, 2.4572, 0.7740], [-3.7028, 2.4788, -0.9810], [-2.0903, 1.4115, 2.5985], [-2.2436, -0.2384, 3.1870], [-3.6799, 0.6659, 2.7197], [-1.8738, -2.3435, 2.4815], [-1.8602, -3.4142, 1.0874], [-3.3891, -2.9486, 1.8208], [-2.3425, -3.5105, -1.2506], [-3.0268, -2.5607, -2.5788], [-4.0179, -3.0246, -1.2078], [-2.6327, 1.1753, -2.9674], [-4.2803, 0.6771, -2.6212], [-3.1503, -0.4671, -3.3244], [2.2187, -1.5937, -3.3755], [0.7408, -1.9229, -3.5439], [-0.1210, -0.7288, -3.9425], [0.1437, -2.6543, -2.3313], [0.5763, -4.1095, -2.2450], [1.5914, -4.0883, -1.2324], [1.4394, -2.9482, -0.5391], [0.5813, -2.1095, -1.0116], [2.3544, -2.8974, 0.6375], [3.2731, -3.9538, 0.7199], [4.2197, -4.0115, 1.7257], [4.2760, -3.0087, 2.6801], [3.3742, -1.9640, 2.6113], [2.4052, -1.8891, 1.6094], [1.3254, -0.4190, 1.6717], [2.6357, 0.8611, 1.5316], [2.8553, 1.9245, 2.3981], [3.8217, 2.8827, 2.1096], [4.5823, 2.7947, 0.9563], [4.3899, 1.7225, 0.0927], [3.4277, 0.7696, 0.3812], [0.7382, -0.4155, 3.3914], [0.6364, -1.5958, 4.1256], [0.0664, -1.5875, 5.3904], [-0.3970, -0.4024, 5.9428], [-0.3145, 0.7740, 5.2121], [0.2308, 0.7632, 3.9383], [2.6150, -1.1288, -4.2783], [2.8158, -2.4854, -3.1756], [2.3841, -0.9055, -2.5423], [0.6561, -2.6455, -4.3629], [0.3968, -0.0894, -4.6615], [-0.4092, -0.1268, -3.0780], [-1.0511, -1.0549, -4.4078], [-0.9345, -2.5722, -2.3935], [1.0213, -4.5006, -3.1571], [-0.2185, -4.7751, -1.9033], [3.2535, -4.7417, -0.0145], [4.9134, -4.8404, 1.7561], [5.0140, -3.0375, 3.4706], [3.4178, -1.1786, 3.3563], [2.2993, 2.0120, 3.3214], [3.9828, 3.6980, 2.8029], [5.3324, 3.5431, 0.7397], [5.0021, 1.6196, -0.7942], [3.3174, -0.0871, -0.2797], [0.9979, -2.5309, 3.7184], [-0.0080, -2.5128, 5.9462], [-0.8300, -0.3989, 6.9340], [-0.6958, 1.6984, 5.6258], [0.2191, 1.6737, 3.3531], [0.0170, 4.3472, 1.8008], [0.5780, 4.0126, 0.5172], [0.3999, 2.7666, 0.1134], [-0.2028, 1.9035, 0.7327], [0.9634, 2.5443, -1.0964], [0.9811, 1.2199, -1.5557], [0.0985, 5.4258, 1.8743], [0.5971, 3.8679, 2.5876], [-1.0224, 4.0312, 1.8534], [1.5934, 3.2300, -1.4874], [1.9269, 0.8509, -1.4614], [0.7185, 1.2065, -2.5351]],
  "forces_ev_per_angstrom": [[-0.193, 0.504, 0.041], [0.225, -0.090, 0.218], [0.168, -0.100, 0.165], [0.065, 0.223, -0.046], [-0.259, -0.027, -0.068], [0.025, -0.183, -0.010], [0.020, 0.070, -0.054], [0.055, 0.021, 0.064], [0.068, -0.074, 0.061], [-0.027, -0.004, -0.026], [0.011, -0.001, -0.078], [0.015, -0.005, -0.009], [0.007, -0.009, 0.007], [0.004, -0.013, -0.001], [-0.008, 0.016, -0.021], [-0.005, -0.017, -0.004], [-0.007, -0.015, 0.000], [-0.013, 0.008, -0.007], [-0.002, 0.016, -0.022], [-0.006, 0.008, -0.010], [0.002, 0.002, 0.021], [0.010, 0.008, 0.005], [-0.017, 0.032, -0.020], [-0.007, 0.003, 0.013], [-0.004, -0.010, 0.007], [0.004, -0.004, 0.014], [0.038, 0.086, 0.022], [-0.041, -0.087, -0.060], [0.082, 0.158, -0.034], [-0.100, -0.028, 0.035], [-0.008, -0.035, 0.023], [0.043, -0.038, 0.024], [-0.145, 0.038, 0.056], [0.248, 0.229, 0.037], [-0.042, 0.018, -0.084], [0.105, -0.024, 0.118], [-0.039, 0.003, -0.034], [-0.016, 0.021, 0.002], [0.061, -0.047, -0.016], [0.070, -0.037, 0.104], [-0.263, -0.283, -0.362], [-0.004, 0.019, -0.134], [0.000, 0.015, 0.056], [0.004, 0.021, 0.010], [-0.003, 0.003, -0.011], [0.001, -0.008, 0.008], [0.050, -0.009, 0.049], [0.010, 0.107, 0.020], [-0.032, -0.006, 0.052], [0.013, -0.012, -0.007], [0.002, 0.007, -0.004], [0.005, -0.036, 0.022], [-0.023, 0.023, 0.043], [-0.003, -0.009, -0.012], [-0.020, -0.020, 0.008], [-0.007, -0.021, -0.024], [0.070, 0.027, -0.012], [-0.012, -0.009, -0.018], [-0.093, -0.122, -0.024], [0.002, -0.024, 0.017], [0.029, -0.009, -0.018], [-0.027, 0.000, -0.011], [-0.014, 0.006, -0.037], [-0.038, 0.014, -0.027], [0.006, -0.003, 0.007], [0.007, -0.002, -0.002], [-0.004, 0.000, -0.007], [-0.002, -0.046, -0.019], [0.005, 0.009, 0.000], [0.009, -0.002, -0.004], [0.010, 0.003, -0.006], [0.012, -0.038, 0.029], [-0.004, 0.006, -0.019], [-0.006, 0.002, 0.010], [-0.005, 0.006, 0.003], [-0.006, 0.004, 0.003], [0.011, -0.031, -0.024], [0.002, -0.013, -0.034], [-0.052, -0.045, -0.029], [0.220, -0.007, -0.033], [-0.055, -0.161, 0.064], [-0.070, 0.011, -0.083], [0.030, -0.030, 0.033], [-0.009, -0.001, 0.018], [-0.004, 0.007, 0.001], [-0.007, 0.010, 0.003], [-0.022, -0.059, 0.068], [-0.142, 0.039, -0.058], [0.042, 0.055, 0.063]],
  "lowdin_charge": [0.73, -0.26, -0.27, -0.29, -0.30, -0.28, -0.01, -0.02, -0.03, -0.04, -0.04, 0.06, 0.09, 0.08, 0.07, 0.07, 0.10, 0.06, 0.07, 0.09, 0.07, 0.07, 0.10, 0.08, 0.09, 0.06, -0.04, -0.35, -0.06, -0.26, -0.06, 0.00, -0.29, 0.10, -0.11, 0.00, -0.04, -0.04, -0.09, -0.30, 1.11, -0.34, -0.08, -0.06, -0.07, -0.07, -0.13, -0.34, -0.09, -0.06, -0.07, -0.07, -0.13, 0.09, 0.09, 0.05, 0.14, 0.09, 0.03, 0.09, 0.09, 0.14, 0.14, 0.12, 0.12, 0.12, 0.12, 0.09, 0.11, 0.11, 0.11, 0.10, 0.11, 0.11, 0.11, 0.11, 0.08, 0.00, 0.01, -0.57, -0.03, 0.06, 0.05, 0.10, 0.08, 0.10, 0.17, 0.06, 0.09],
  "multiplicity": 3,
  "total_charge": 1,
  "homo_lumo_gap_ev": [6.547, 7.471],
  "total_energy_ev": -81076.399
}

Relative energy (zero: lowest compared OMol25 entry of this formula, charge and spin) for every record listed, in sequence, given in eV: 0.000 0.000.